A molecular structure, CH4AsCsF6O, computed with ωB97M-V with the def2-TZVPD basis set.

Geometry (Å):
Cs: -6.5148 21.2986 7.0070
As: -8.7112 21.9307 11.0455
F: -9.7683 20.9131 10.1269
F: -9.7837 21.9152 12.3863
F: -7.5789 22.9484 11.8604
F: -7.6217 21.9242 9.6462
F: -9.4744 23.3249 10.3638
F: -7.8826 20.5298 11.6189
C: -2.7965 19.5501 6.3806
O: -4.1334 19.8568 5.9616
H: -2.6284 20.0667 7.3209
H: -2.6646 18.4789 6.5269
H: -2.0737 19.9067 5.6458
H: -4.3689 19.2714 5.2363

Values from the calculation:
Highest occupied orbital energy: -11.57 eV
Orbital gap: 0.385 Ha
Total energy: -2970.98834 hartree
Charge: 0
Relative energy (zero: lowest compared OMol25 entry of this formula, charge and spin): 50.22 kJ/mol



A molecular structure, C37H47F6HfN10PSb at a distorted geometry, computed with ωB97M-V with the def2-TZVPD basis set.

Geometry (Å):
Hf: -0.0237 0.1452 -0.2697
C: 3.3642 -2.6173 -1.6230
C: 2.7004 -3.9196 -1.2893
C: 3.2370 -5.0824 -1.8265
C: 2.6483 -6.3164 -1.6016
C: 1.4828 -6.4017 -0.8465
C: 0.9332 -5.2633 -0.2920
C: 1.5629 -4.0240 -0.4611
P: 1.0174 -2.5499 0.4445
C: -0.3055 -3.0993 1.6034
C: -1.5515 -3.1550 0.9536
C: -2.6760 -3.6492 1.5856
C: -2.5727 -4.0916 2.8979
C: -1.3591 -4.0004 3.5550
C: -0.2036 -3.5020 2.9466
C: 1.0424 -3.4400 3.7708
C: 2.5138 -2.1004 1.3802
C: 3.4588 -3.0294 1.8066
C: 4.4837 -2.6125 2.6374
C: 4.5592 -1.2860 3.0445
C: 3.6554 -0.3524 2.5756
C: 2.6557 -0.7389 1.6768
C: 1.9102 0.2962 0.9282
H: 3.4527 -2.5221 -2.7061
H: 4.3809 -2.6116 -1.2282
H: 2.8236 -1.7501 -1.2258
H: 4.1257 -5.0173 -2.4377
H: 3.0856 -7.2052 -2.0309
H: 1.0177 -7.3620 -0.6862
H: 0.0358 -5.3423 0.3012
H: -1.6120 -2.8541 -0.0919
H: -3.6121 -3.7230 1.0574
H: -3.4270 -4.5133 3.4063
H: -1.2855 -4.3644 4.5688
H: 0.8147 -3.6725 4.8074
H: 1.5133 -2.4606 3.7379
H: 1.7662 -4.1755 3.4295
H: 3.3837 -4.0640 1.5078
H: 5.2039 -3.3290 2.9990
H: 5.3477 -0.9682 3.7087
H: 3.7588 0.6890 2.8409
H: 2.5212 0.5847 0.0585
H: 1.8138 1.1826 1.5536
N: -2.8685 2.6059 0.5272
C: -3.0784 1.8826 -0.5897
N: -4.1445 2.2352 -1.2651
C: -4.5215 1.5085 -2.3168
N: -5.5599 1.8822 -3.0220
N: -3.8444 0.3765 -2.6417
C: -2.7929 0.0813 -1.9385
N: -2.2753 0.7932 -0.8932
C: -2.0978 -1.1386 -2.3928
C: -2.7704 -2.0505 -3.2026
C: -2.0701 -3.1142 -3.7452
C: -0.7040 -3.1864 -3.5052
C: -0.1190 -2.2571 -2.6627
N: -0.7992 -1.2680 -2.0624
H: -3.4639 3.4269 0.5463
H: -1.9298 2.7721 0.8418
H: -6.0570 2.7256 -2.7673
H: -5.8615 1.3626 -3.8323
H: -3.8178 -1.9019 -3.4049
H: -2.5734 -3.8366 -4.3691
H: -0.1037 -3.9544 -3.9648
H: 0.9442 -2.2862 -2.4620
F: -0.1588 2.0862 0.5515
Sb: 0.9020 4.1300 0.8742
F: 2.0668 2.9944 -0.1839
F: -0.1068 4.4248 -0.7045
F: -0.7390 4.3293 1.9322
F: 2.0152 5.6014 1.0135
F: 1.4042 3.1441 2.4905
N: -1.7313 2.2955 5.2052
C: -1.8132 1.0173 4.4489
C: -0.9433 1.0874 3.1780
N: -1.2046 0.0184 2.1957
H: -2.2785 2.2514 6.0786
H: -2.0961 3.0845 4.6508
H: -0.7589 2.5228 5.4596
H: -2.8583 0.8473 4.1782
H: -1.4936 0.2023 5.1026
H: 0.1144 1.0496 3.4454
H: -1.1395 2.0444 2.6949
H: -2.2089 0.0122 1.9975
H: -0.9970 -0.8807 2.6388
N: 1.1022 0.9047 -2.0511
C: 1.8624 1.3599 -2.8234
N: 2.7166 1.7859 -3.6500
C: 4.0115 1.0975 -3.8064
C: 4.9840 1.9810 -4.5812
C: 4.9399 3.4094 -4.0524
C: 3.5444 4.0219 -4.2330
C: 2.4862 2.9523 -4.5048
H: 3.8518 0.1507 -4.3316
H: 4.4150 0.8888 -2.8118
H: 4.7516 1.9690 -5.6464
H: 5.9857 1.5673 -4.4674
H: 5.6857 4.0158 -4.5664
H: 5.2195 3.4098 -2.9952
H: 3.5397 4.7095 -5.0802
H: 3.2750 4.6061 -3.3515
H: 2.5470 2.6107 -5.5419
H: 1.4829 3.3389 -4.3248

Values from the calculation:
Highest occupied orbital energy (spin up / spin down): -18.06 / -18.01 eV
Multiplicity: 2
Orbital gap (spin up / spin down): 0.269 / 0.163 Ha
Total energy: -3213.43333 hartree
Charge: +4



A single C7H9N3S molecule at a distorted geometry, computed with ωB97M-V with the def2-TZVPD basis set.

Geometry (Å):
C: -0.2600 2.2609 1.5254
N: -0.2241 1.5986 0.2531
C: -0.8543 1.8408 -0.8798
C: -1.0063 0.7787 -1.6824
N: -0.1043 -0.2095 -1.1984
N: -0.2845 -1.5920 -1.3404
C: 0.2898 -2.5048 -0.5557
S: -0.0727 -4.0569 -0.6327
C: 1.2140 -1.8760 0.4607
C: 0.9247 -0.4912 0.9825
C: 0.2597 0.3110 0.1668
H: 0.6755 2.8481 1.6294
H: -1.1184 3.0056 1.6613
H: -0.3825 1.4702 2.1894
H: -1.4334 2.7150 -1.0088
H: -1.3673 0.5883 -2.7175
H: -0.8087 -1.8790 -2.1489
H: 2.1815 -1.9449 -0.0791
H: 1.1472 -2.5275 1.4025
H: 1.2241 -0.3355 1.9729

Values from the calculation:
Highest occupied orbital energy: -6.92 eV
SMILES: CN1C=CN2NC(=S)CC=C12
Orbital gap: 0.280 Ha
Total energy: -834.47845 hartree
Charge: 0
Relative energy (zero: lowest compared OMol25 entry of this formula, charge and spin): 366.86 kJ/mol



A gas-phase ion, C2HNO3P (charge -1) at a distorted geometry, computed with ωB97M-V with the def2-TZVPD basis set.

Geometry (Å):
N: 0.2170 -0.0218 0.5594
C: -0.8397 0.5703 0.6174
C: -2.0443 1.0018 0.0539
O: -2.4516 2.1487 -0.0778
O: -2.8261 -0.2072 0.0081
P: -4.4322 -0.0090 0.0190
O: -4.9607 -1.3540 0.0986
H: 0.5022 -0.4041 -0.3897

Values from the calculation:
Highest occupied orbital energy (spin up / spin down): -2.09 / -2.09 eV
SMILES: N=C=C([O-])OP=O
Orbital gap (spin up / spin down): 0.216 / 0.216 Ha
Total energy: -698.66298 hartree
Charge: -1
Relative energy (zero: lowest compared OMol25 entry of this formula, charge and spin): 29.91 kJ/mol



8 unconnected molecules or ions with the total composition C59H75O2 at a distorted geometry, computed with ωB97M-V with the def2-TZVPD basis set.

Geometry (Å):
C: -5.5067 -4.4573 1.1847
C: -4.0035 -4.2219 0.5018
O: -3.0264 -3.7450 1.4926
C: -2.7364 -2.3103 1.3511
C: -1.1080 -1.9637 1.5161
C: -0.6948 -1.7517 3.0854
C: -1.3223 -2.8231 4.1454
C: -0.4278 -4.2289 4.2928
O: -1.3185 -5.3987 4.0112
C: -0.2191 -3.2654 0.9553
C: -0.4064 -3.5316 -0.6506
C: 0.2931 -2.4183 -1.6299
C: -0.7014 -1.0972 -1.7964
C: 1.8451 -2.0418 -1.2619
C: 2.0335 -0.8025 -0.2070
C: 2.0397 0.6941 -0.8884
C: 1.6934 1.9205 -0.0684
C: 1.6289 3.4554 -0.7219
C: 1.3901 1.8578 1.5704
H: -5.8901 -3.4687 1.6851
H: -5.3763 -5.3130 1.9836
H: -6.2445 -4.7470 0.3125
H: -4.0424 -3.5993 -0.4940
H: -3.6491 -5.3158 0.1816
H: -3.2664 -1.6891 2.2221
H: -3.0986 -1.8243 0.3498
H: 0.4909 -1.8816 3.1373
H: -0.8899 -0.6305 3.4183
H: -2.4560 -3.0749 4.0094
H: -1.2345 -2.3145 5.2225
H: 0.4286 -4.2734 3.4966
H: -0.0177 -4.3536 5.3959
H: -0.7212 -6.2104 3.9661
H: 0.9307 -3.0434 1.1778
H: -0.4704 -4.2650 1.5072
H: 0.0741 -4.5920 -0.8749
H: -1.5527 -3.6199 -0.8738
H: 0.3240 -2.9117 -2.7168
H: -0.2621 -0.4261 -2.6808
H: -1.7284 -1.5163 -2.2183
H: -0.8144 -0.4663 -0.8176
H: 2.4917 -2.9660 -0.8796
H: 2.3629 -1.7028 -2.2759
H: 1.2821 -0.7884 0.6897
H: 3.1152 -0.9412 0.2787
H: 2.3041 0.8344 -2.0385
H: 0.7781 4.0697 -0.1793
H: 2.6400 3.9875 -0.4688
H: 1.3758 3.4389 -1.8641
H: 1.3447 2.9450 2.0219
H: 2.1910 1.2343 2.1588
H: 0.3424 1.3291 1.7825
C: -2.8090 -4.9854 8.3132
C: -3.4512 -4.2929 9.3393
C: -4.4546 -3.3722 9.0389
C: -4.8231 -3.1511 7.7116
C: -4.1834 -3.8464 6.6857
C: -3.1735 -4.7602 6.9856
H: -2.0247 -5.7003 8.5475
H: -3.1688 -4.4703 10.3741
H: -4.9501 -2.8279 9.8382
H: -5.6084 -2.4373 7.4776
H: -4.4718 -3.6751 5.6515
H: -2.6717 -5.2976 6.1858
C: 3.7754 4.0617 -5.8967
C: 4.7558 5.0526 -5.9374
C: 5.4355 5.4104 -4.7734
C: 5.1413 4.7697 -3.5695
C: 4.1635 3.7761 -3.5296
C: 3.4773 3.4249 -4.6918
H: 3.2434 3.7856 -6.8033
H: 4.9898 5.5470 -6.8769
H: 6.1947 6.1872 -4.8041
H: 5.6744 5.0449 -2.6633
H: 3.9355 3.2758 -2.5917
H: 2.7117 2.6547 -4.6593
C: 4.3033 10.1216 -8.5415
C: 5.3414 10.8306 -7.9379
C: 5.7889 10.4673 -6.6680
C: 5.2042 9.3878 -6.0053
C: 4.1686 8.6765 -6.6106
C: 3.7148 9.0456 -7.8766
H: 3.9525 10.4072 -9.5298
H: 5.8016 11.6675 -8.4572
H: 6.5934 11.0241 -6.1951
H: 5.5562 9.1015 -5.0177
H: 3.7141 7.8342 -6.0946
H: 2.9043 8.4947 -8.3455
C: 8.0211 2.5833 -4.7624
C: 6.9841 1.8000 -4.2565
C: 7.2472 0.8387 -3.2811
C: 8.5470 0.6674 -2.8039
C: 9.5833 1.4533 -3.3072
C: 9.3218 2.4082 -4.2894
H: 7.8162 3.3300 -5.5251
H: 5.9701 1.9384 -4.6234
H: 6.4401 0.2240 -2.8920
H: 8.7513 -0.0783 -2.0402
H: 10.5959 1.3208 -2.9341
H: 10.1303 3.0165 -4.6851
C: -2.7090 -8.0808 -1.2201
C: -4.0910 -8.2029 -1.0787
C: -4.8109 -9.0284 -1.9418
C: -4.1467 -9.7402 -2.9412
C: -2.7642 -9.6210 -3.0802
C: -2.0456 -8.7882 -2.2229
H: -2.1487 -7.4346 -0.5494
H: -4.6075 -7.6535 -0.2955
H: -5.8886 -9.1181 -1.8356
H: -4.7070 -10.3874 -3.6108
H: -2.2466 -10.1770 -3.8580
H: -0.9693 -8.6913 -2.3350
C: -3.6665 2.8704 6.6508
C: -3.0785 1.8055 7.3329
C: -2.9693 0.5582 6.7189
C: -3.4397 0.3782 5.4178
C: -4.0243 1.4441 4.7344
C: -4.1419 2.6890 5.3518
H: -3.7545 3.8414 7.1310
H: -2.7058 1.9477 8.3442
H: -2.5172 -0.2731 7.2530
H: -3.3502 -0.5925 4.9373
H: -4.3893 1.3041 3.7198
H: -4.6023 3.5177 4.8211
C: -4.2984 4.7834 -0.0327
C: -3.2619 4.0411 -0.5979
C: -3.1769 2.6691 -0.3628
C: -4.1351 2.0371 0.4302
C: -5.1738 2.7789 0.9924
C: -5.2534 4.1525 0.7649
H: -4.3623 5.8532 -0.2133
H: -2.5192 4.5324 -1.2215
H: -2.3654 2.0922 -0.7979
H: -4.0719 0.9671 0.6095
H: -5.9213 2.2859 1.6090
H: -6.0595 4.7310 1.2075

Values from the calculation:
Highest occupied orbital energy: -2.11 eV
Orbital gap: 0.151 Ha
Total energy: -2443.26246 hartree
Charge: -1



8 unconnected molecules or ions with the total composition C29H50F2O24 at a distorted geometry, computed with ωB97M-V with the def2-TZVPD basis set.

Geometry (Å):
O: 7.8872 0.8541 1.3504
C: 6.7906 0.5776 1.0131
O: 5.7921 1.4842 0.8878
C: 4.5821 0.7891 0.6165
C: 5.0375 -0.5955 0.1965
F: 5.0928 -0.7299 -1.1763
O: 6.3429 -0.6651 0.7017
H: 3.9788 0.7078 1.5302
H: 3.9130 1.3711 -0.0115
H: 4.4335 -1.4143 0.5748
O: -0.9129 4.5607 3.6306
C: -1.9277 4.4206 4.2110
O: -3.0511 5.1552 4.0302
C: -3.9614 4.8047 5.0889
C: -3.5650 3.3629 5.3147
F: -4.0524 2.5419 4.3422
O: -2.1708 3.4344 5.1306
H: -3.7661 5.4491 5.9432
H: -4.9653 4.9164 4.6866
H: -3.8558 2.9394 6.2721
C: -3.9245 3.1395 -1.9475
C: -3.1053 2.8240 -0.7144
O: -3.9747 2.4342 0.3493
C: -4.3449 1.1513 0.4128
O: -4.0827 0.2981 -0.3832
O: -5.1655 1.0367 1.4599
C: -5.9562 -0.1538 1.5129
H: -4.5963 2.3240 -2.2170
H: -3.2981 3.3091 -2.8248
H: -4.5466 4.0228 -1.7859
H: -2.4835 3.6740 -0.4413
H: -2.4178 2.0116 -0.9644
H: -6.9564 0.1553 1.8203
H: -5.5305 -0.8252 2.2403
H: -6.0798 -0.6214 0.5400
C: 2.5321 5.7556 3.1386
C: 3.2041 5.9843 1.8054
O: 2.6950 5.0418 0.8488
C: 2.4703 5.4826 -0.3891
O: 2.7395 6.5577 -0.8322
O: 2.0689 4.4310 -1.1071
C: 1.8780 4.6554 -2.5009
H: 2.9392 4.9003 3.6713
H: 1.4551 5.6854 2.9972
H: 2.7152 6.6508 3.7376
H: 4.2903 5.8939 1.8559
H: 3.0247 6.9965 1.4466
H: 1.1851 5.4848 -2.6499
H: 1.4497 3.7558 -2.9302
H: 2.8129 4.9024 -3.0016
C: -0.6420 -1.0245 -3.1233
C: -0.8900 -2.4897 -3.4056
O: -0.3009 -2.7397 -4.7042
C: -0.2063 -4.0207 -5.0458
O: -0.5254 -4.9514 -4.3490
O: 0.3179 -4.0964 -6.2654
C: 0.6818 -5.4088 -6.7178
H: -1.1341 -0.4273 -3.8970
H: 0.4131 -0.7810 -3.2262
H: -1.0732 -0.7923 -2.1514
H: -1.9461 -2.7431 -3.4906
H: -0.4309 -3.1068 -2.6349
H: -0.0433 -6.1424 -6.3839
H: 1.6866 -5.6102 -6.3338
H: 0.7953 -5.3761 -7.7972
C: 2.0048 -7.8385 -4.1402
C: 2.3041 -7.5978 -2.6885
O: 1.9155 -6.2950 -2.2373
C: 2.5381 -5.2654 -2.7924
O: 3.4588 -5.3166 -3.5569
O: 1.9785 -4.1436 -2.3453
C: 2.6517 -2.9273 -2.6362
H: 1.2041 -7.1617 -4.4521
H: 1.6466 -8.8441 -4.3670
H: 2.8352 -7.6442 -4.8172
H: 3.3542 -7.7849 -2.4405
H: 1.7808 -8.2854 -2.0253
H: 3.6772 -2.9167 -2.2603
H: 2.1372 -2.1476 -2.0759
H: 2.6621 -2.6778 -3.6963
C: -0.9252 -3.7398 1.7261
C: -1.7419 -2.5244 1.3454
O: -2.6320 -2.1962 2.4323
C: -2.1214 -1.4504 3.3840
O: -1.0196 -0.9670 3.3991
O: -3.0464 -1.3152 4.3364
C: -2.6785 -0.6408 5.5064
H: -0.2345 -3.5302 2.5466
H: -0.3013 -4.1178 0.9140
H: -1.5961 -4.5414 2.0347
H: -2.3539 -2.8063 0.4888
H: -1.1901 -1.6381 1.0546
H: -2.6216 -1.3245 6.3545
H: -3.3859 0.1499 5.7496
H: -1.6989 -0.1686 5.4175
O: 1.0326 -0.5008 -0.1795
C: 0.6971 0.4515 0.4356
O: 1.4839 1.3794 0.9849
C: 0.6362 2.4688 1.3651
C: -0.6603 1.7569 1.6780
O: -0.6169 0.6800 0.7633
H: 1.0663 3.1258 2.1142
H: 0.5027 3.1293 0.4997
H: -1.3899 2.5502 1.5169
H: -0.6752 1.4043 2.7083

Values from the calculation:
Highest occupied orbital energy: -10.45 eV
SMILES: O=C1OC[C@@H](F)O1.O=C1OC[C@@H](F)O1.CCOC(=O)OC.CCOC(=O)OC.CCOC(=O)OC.CCOC(=O)OC.CCOC(=O)OC.O=C1OCCO1
Orbital gap: 0.392 Ha
Total energy: -3140.60437 hartree
Charge: 0